Formula: H2N3O3S
Source: the OMol25 dataset
Level of theory: ωB97M-V with the def2-TZVPD basis set

Computed properties:
E_LUMO (spin up / spin down) = 4.03 / 4.03 eV
HOMO-LUMO gap (spin up / spin down) = 8.1 / 8.1 eV
relative energy (zero: lowest compared OMol25 entry of this formula, charge and spin) = 90.0 kcal per mole

ORCA input file:
```
! RIJCOSX wB97M-V def2-TZVPD def2/J DEFGRID3
* xyz -1 1
N 0.7527 -0.3956 0.1129
N 0.3674 0.2846 -0.8295
N 2.2203 -0.4358 0.4185
O -2.4208 1.4371 -0.5034
O -2.2895 -0.8503 -1.2426
O -1.6622 -0.3315 1.0332
S -1.8127 0.1405 -0.3236
H 2.4747 0.4264 -0.0859
H 2.3701 -0.2754 1.4204
*
```

=====

Formula: C34H51AsBaF5N10O4P2Se
Source: the OMol25 dataset
Level of theory: ωB97M-V with the def2-TZVPD basis set

Computed properties:
E_LUMO = 2.10 eV
HOMO-LUMO gap = 3.8 eV
relative energy (zero: lowest compared OMol25 entry of this formula, charge and spin) = 0.0 kcal per mole

ORCA input file:
```
! RIJCOSX wB97M-V def2-TZVPD def2/J DEFGRID3
* xyz -1 1
Ba -0.7242 -0.7538 -0.8082
C -4.9586 2.7300 -0.1254
N -3.5073 2.7685 -0.0083
C -2.8255 3.6786 -0.9285
P -2.7934 1.7235 1.0171
O -2.8345 0.2683 0.7486
O -1.3020 2.3274 0.9753
P 0.2748 2.1714 1.2787
O 0.8009 0.8800 0.7931
N 0.9650 3.4711 0.5756
C 0.4257 4.7952 0.8532
C 1.5051 3.3221 -0.7871
N 0.3616 2.4123 2.9137
C -0.2332 1.3343 3.7087
C 1.6283 2.8675 3.4770
N -3.4264 2.0029 2.5054
C -3.5550 3.3478 3.0261
C -3.7571 0.9303 3.4307
H -5.4103 3.6530 0.2553
H -5.3654 1.8904 0.4394
H -5.2323 2.6077 -1.1760
H -2.7197 4.6756 -0.4860
H -3.4192 3.7576 -1.8369
H -1.8484 3.2976 -1.2162
H 0.0245 4.8375 1.8656
H -0.3696 5.0566 0.1482
H 1.2246 5.5341 0.7627
H 1.9043 2.3213 -0.9324
H 2.3078 4.0486 -0.9203
H 0.7345 3.4920 -1.5445
H -1.0900 0.8952 3.2003
H -0.5651 1.7315 4.6703
H 0.4847 0.5262 3.8828
H 2.0709 3.6334 2.8452
H 2.3449 2.0446 3.5821
H 1.4417 3.2900 4.4665
H -3.3321 4.0748 2.2459
H -2.8644 3.5133 3.8603
H -4.5742 3.5265 3.3826
H -3.4835 -0.0310 3.0006
H -4.8290 0.9364 3.6520
H -3.2124 1.0586 4.3714
N -4.1277 0.0270 -2.1703
C -3.2810 0.9515 -2.7946
N -3.9151 1.8638 -3.5406
C -3.0359 2.7602 -4.0999
N -3.6806 3.8346 -4.7284
N -1.7525 2.7599 -4.0533
C -1.1533 1.6937 -3.3527
N -1.9907 0.8118 -2.5975
C 0.1933 1.4868 -3.3879
C 1.1005 2.3436 -4.1452
C 2.4285 2.1123 -4.1491
C 2.9786 1.0083 -3.4073
C 2.0786 0.2356 -2.7161
N 0.7550 0.4050 -2.6654
H -5.0762 0.3674 -2.1336
H -3.7947 -0.2937 -1.2715
H -4.5795 3.5648 -5.0985
H -3.0826 4.2834 -5.4055
H 0.6660 3.1639 -4.7010
H 3.0837 2.7606 -4.7229
H 4.0363 0.7844 -3.3920
H 2.4548 -0.6106 -2.1358
C -2.5484 -2.4898 -3.5224
O -1.3727 -3.3333 -3.6437
C -0.5106 -3.2196 -2.6877
C 0.6531 -4.1053 -2.9662
H -2.2464 -1.4425 -3.5255
H -3.0695 -2.7465 -2.6021
H -3.1744 -2.7056 -4.3833
H 0.5267 -4.7628 -3.8307
H 0.8891 -4.6760 -2.0643
H 1.5063 -3.4355 -3.1248
C 3.7649 -2.9910 -0.9846
As 2.2934 -2.4490 0.1994
C 2.4780 -3.9175 1.4717
C 3.1949 -0.9970 1.2030
C 4.5065 -1.3457 1.8184
C 4.5701 -1.9120 3.0925
C 5.7869 -2.2573 3.6610
C 6.9697 -2.0414 2.9666
C 6.9217 -1.4733 1.7012
C 5.7029 -1.1288 1.1352
H 4.6773 -3.1822 -0.4188
H 3.9542 -2.2153 -1.7268
H 3.4723 -3.9027 -1.5065
H 3.5163 -4.0450 1.7774
H 2.1290 -4.8319 0.9887
H 1.8477 -3.7166 2.3369
H 2.4626 -0.6949 1.9528
H 3.2826 -0.1724 0.4941
H 3.6487 -2.0817 3.6383
H 5.8112 -2.6956 4.6512
H 7.9204 -2.3097 3.4098
H 7.8376 -1.2940 1.1515
H 5.6718 -0.6801 0.1485
F -1.3456 -7.6231 -0.0165
C -1.2485 -6.4279 0.5825
C -0.5740 -6.2955 1.7824
F -0.0154 -7.3779 2.3436
C -0.4738 -5.0577 2.3930
F 0.1940 -5.0131 3.5544
C -1.0200 -3.8960 1.8503
Se -0.8038 -2.1758 2.6199
C -1.7114 -4.0855 0.6552
F -2.3304 -3.0442 0.0518
C -1.8254 -5.3054 0.0181
F -2.4919 -5.4093 -1.1409
*
```

=====

Formula: C52H65N13
Source: the OMol25 dataset
Level of theory: ωB97M-V with the def2-TZVPD basis set

Computed properties:
E_LUMO = 0.32 eV
HOMO-LUMO gap = 6.5 eV
relative energy (zero: lowest compared OMol25 entry of this formula, charge and spin) = 1276.4 kcal per mole

ORCA input file:
```
! RIJCOSX wB97M-V def2-TZVPD def2/J DEFGRID3
* xyz 0 1
N -0.9186 0.0439 -0.8941
C 0.3061 -0.2810 -1.4295
C 1.2866 0.1763 -0.6067
C 0.6308 0.7169 0.5933
C -0.7445 0.7007 0.3423
H -1.7637 -0.1513 -1.4116
H 0.3607 -0.8064 -2.3715
H 2.3465 0.0740 -0.7869
H 1.1514 1.2195 1.3949
H -1.5628 1.1225 0.9070
N 1.2948 -3.3977 2.4579
C 1.1064 -2.8053 1.2325
C 1.6093 -1.4709 1.3149
C 1.8826 -1.2569 2.6559
C 1.5967 -2.4229 3.3650
H 0.9287 -4.2777 2.7922
H 0.7103 -3.3413 0.3827
H 1.7723 -0.7749 0.5054
H 2.1418 -0.2781 3.0316
H 1.6699 -2.5728 4.4320
N 1.7215 -3.1704 -3.1180
C 1.2064 -1.9915 -3.6234
C 0.3242 -2.2768 -4.6186
C 0.3296 -3.6567 -4.7644
C 1.3038 -4.1942 -3.9185
H 2.3811 -3.2256 -2.3552
H 1.4191 -1.0387 -3.1615
H -0.3491 -1.6049 -5.1301
H -0.2558 -4.3307 -5.3723
H 1.6213 -5.2236 -3.8416
N -2.2922 -1.5929 -2.0721
C -1.4503 -0.9478 -2.9298
C -1.9355 0.3269 -3.0458
C -3.0420 0.4451 -2.1482
C -3.2609 -0.7680 -1.5761
H -2.2298 -2.5645 -1.8033
H -0.6369 -1.5339 -3.3312
H -1.5408 1.1026 -3.6853
H -3.6156 1.3431 -1.9722
H -3.8027 -1.0582 -0.6881
N -0.6648 -3.4421 -2.5708
C -0.0935 -2.6456 -1.6005
C -0.7477 -2.7957 -0.4201
C -1.8935 -3.6127 -0.7237
C -1.7364 -4.1355 -1.9551
H -0.2279 -3.5422 -3.4759
H 0.8993 -2.2930 -1.8379
H -0.4700 -2.2894 0.4926
H -2.6999 -3.9326 -0.0804
H -2.2773 -4.9107 -2.4776
N -2.4438 -1.9469 3.2841
C -3.0698 -1.4819 2.1015
C -2.0876 -1.1545 1.2335
C -0.8592 -1.1895 1.8797
C -1.1161 -1.5994 3.1579
H -2.9438 -2.1989 4.1247
H -4.1316 -1.5556 1.9187
H -2.2854 -0.8860 0.2063
H 0.0831 -0.8782 1.4534
H -0.4817 -1.6612 4.0298
N -2.4574 3.1920 0.1963
C -2.8077 2.7892 -1.0657
C -3.9986 3.4587 -1.4327
C -4.3972 4.3194 -0.4221
C -3.4499 4.0806 0.6227
H -1.7471 2.7682 0.7759
H -2.2175 2.0715 -1.6161
H -4.5187 3.3406 -2.3718
H -5.2465 4.9850 -0.3761
H -3.3476 4.4902 1.6168
N 2.7395 0.8268 -3.4076
C 1.4573 0.7411 -3.0136
C 0.6615 0.3199 -4.1150
C 1.6048 0.1788 -5.1496
C 2.8859 0.5272 -4.7416
H 3.4650 1.1326 -2.7749
H 1.2571 0.9686 -1.9770
H -0.4150 0.2636 -4.1823
H 1.3703 -0.2949 -6.0913
H 3.8726 0.5119 -5.1806
N 0.8037 2.9122 4.4497
C 1.9494 2.5313 3.8255
C 1.6905 1.4898 2.9721
C 0.3673 1.2478 3.0367
C -0.2007 2.0901 3.9223
H 0.7773 3.6659 5.1216
H 2.8596 3.0925 3.9774
H 2.4316 0.9027 2.4501
H -0.0651 0.4431 2.4606
H -1.2055 2.1714 4.3099
N -2.2912 0.5980 3.0013
C -2.3758 1.7120 2.2539
C -3.5252 2.4370 2.6617
C -4.0392 1.6861 3.6983
C -3.2749 0.5493 3.8696
H -1.5635 -0.0763 2.8119
H -1.6728 1.9239 1.4619
H -4.0244 3.3287 2.3124
H -4.9096 1.9142 4.2955
H -3.3391 -0.2334 4.6109
N 0.1776 2.8717 1.8817
C -1.0008 3.4705 2.2273
C -1.0896 4.5061 1.3174
C -0.0877 4.4983 0.3894
C 0.7998 3.5650 0.8370
H 0.5887 2.0744 2.3458
H -1.5751 3.1750 3.0928
H -1.8523 5.2316 1.5591
H 0.0162 5.1427 -0.4711
H 1.7858 3.3299 0.4644
N 3.9403 3.1163 2.1944
C 2.8677 3.1888 1.2900
C 2.7694 1.9317 0.7031
C 3.7174 1.1245 1.3289
C 4.4794 1.9012 2.1933
H 4.2130 3.8887 2.7852
H 2.3153 4.1161 1.2523
H 2.1626 1.5832 -0.1195
H 3.9018 0.0685 1.1982
H 5.3377 1.6039 2.7775
N 2.7587 -4.1705 -1.0965
C 2.2130 -2.9442 -0.8641
C 2.8414 -1.9945 -1.6633
C 3.8875 -2.6070 -2.3126
C 3.8780 -3.9312 -1.8255
H 2.4603 -5.0877 -0.7967
H 1.3351 -2.8651 -0.2400
H 2.4907 -0.9793 -1.7760
H 4.6290 -2.1628 -2.9601
H 4.4835 -4.8080 -2.0013
*
```

=====

Formula: C5H10O
Source: the OMol25 dataset
Level of theory: ωB97M-V with the def2-TZVPD basis set

Computed properties:
E_LUMO = 0.00 eV
HOMO-LUMO gap = 10.1 eV
SMILES = C=CC=O.CC
relative energy (zero: lowest compared OMol25 entry of this formula, charge and spin) = 31.3 kcal per mole

ORCA input file:
```
! RIJCOSX wB97M-V def2-TZVPD def2/J DEFGRID3
* xyz 0 1
C -1.6858 0.8301 0.3354
C -1.0951 1.9284 -0.1351
C 0.2029 2.3860 0.4273
O 0.8117 1.7930 1.2909
H -2.6314 0.4667 -0.0560
H -1.2178 0.2670 1.1400
H -1.5327 2.5203 -0.9368
H 0.6049 3.3292 0.0036
C 0.3632 -2.2421 0.0061
C 1.2776 -1.1387 -0.5255
H 0.9317 -3.1335 0.2949
H -0.1900 -1.9100 0.8929
H -0.3733 -2.5501 -0.7461
H 1.9660 -0.7788 0.2467
H 1.8757 -1.4907 -1.3743
H 0.6924 -0.2770 -0.8641
*
```

=====

Formula: C7H12N3
Source: the OMol25 dataset
Level of theory: ωB97M-V with the def2-TZVPD basis set

Computed properties:
E_LUMO (spin up / spin down) = -3.81 / -7.16 eV
HOMO-LUMO gap (spin up / spin down) = 7.5 / 6.5 eV
relative energy (zero: lowest compared OMol25 entry of this formula, charge and spin) = 38.9 kcal per mole

ORCA input file:
```
! RIJCOSX wB97M-V def2-TZVPD def2/J DEFGRID3
* xyz 1 3
C -1.3240 2.4557 -0.8946
C -0.0283 2.8463 -1.3076
C -1.3829 1.1531 -0.5366
C 0.9649 1.9367 -1.2578
C 0.7546 -1.6037 1.9961
C -0.7040 -2.5591 0.1148
C -0.3738 -1.3788 0.9494
N -0.2120 0.4833 -0.5455
N 0.2945 -0.5155 -0.0106
N 2.1924 1.4507 -1.3163
H -2.1445 3.1159 -1.1484
H -0.0301 3.8455 -1.6304
H -2.2789 0.6680 -0.1401
H 0.7360 -0.7487 2.7313
H 0.4359 -2.4951 2.4605
H 1.8006 -1.7071 1.6764
H -0.4473 -3.5024 0.5040
H -0.3612 -2.4781 -0.9406
H -1.7802 -2.5160 0.0172
H -1.3042 -0.8238 1.4106
H 2.9371 1.8712 -0.7565
H 2.2554 0.5018 -1.3755
*
```

=====

Formula: C5H9N3S
Source: the OMol25 dataset
Level of theory: ωB97M-V with the def2-TZVPD basis set

Computed properties:
E_LUMO (spin up / spin down) = -0.98 / -1.03 eV
HOMO-LUMO gap (spin up / spin down) = 7.1 / 7.0 eV
relative energy (zero: lowest compared OMol25 entry of this formula, charge and spin) = 63.6 kcal per mole

ORCA input file:
```
! RIJCOSX wB97M-V def2-TZVPD def2/J DEFGRID3
* xyz 0 1
C 0.2792 -2.3571 -1.3848
C -0.0082 -2.3190 0.6981
C 1.9454 0.8801 0.7062
C -2.1089 0.1498 -0.2963
C 0.8815 -0.0511 1.0509
N -0.2540 -3.0571 -0.3404
N 0.7260 -1.2041 -1.0866
N 0.5218 -1.0709 0.2740
S -1.5694 1.0544 1.1621
H 0.2139 -2.8339 -2.4256
H -0.4574 -2.3748 1.7010
H 2.0335 1.1538 -0.3361
H 1.8712 1.8217 1.1208
H 2.8651 0.3351 0.9809
H -2.8285 -0.6584 -0.2463
H -1.3710 -0.4714 -0.6456
H -2.5304 0.8306 -1.1244
H 0.6719 -0.3995 2.1298
*
```

=====

Formula: C5H13N3S
Source: the OMol25 dataset
Level of theory: ωB97M-V with the def2-TZVPD basis set

Computed properties:
E_LUMO = -7.93 eV
HOMO-LUMO gap = 10.4 eV
relative energy (zero: lowest compared OMol25 entry of this formula, charge and spin) = 13.0 kcal per mole

ORCA input file:
```
! RIJCOSX wB97M-V def2-TZVPD def2/J DEFGRID3
* xyz 2 1
C -2.0912 0.7139 0.7644
C 1.3204 -1.4642 -1.0562
C 1.5634 -0.8049 0.2313
C 1.7838 -0.3820 -2.0528
C 1.2398 0.6904 0.2352
N -3.1430 0.8562 1.5245
N -2.0022 -0.1965 -0.1471
N 0.9874 1.3520 1.3174
S 1.2233 1.2491 -1.3505
H 1.7542 -2.3499 -1.2010
H 0.2799 -1.5966 -1.1627
H 1.0047 -1.3987 0.9888
H 2.5522 -1.1096 0.4306
H 2.8189 -0.2768 -2.1502
H 1.2890 -0.5933 -2.8773
H -3.2786 1.6268 2.1271
H -3.9736 0.2854 1.4187
H -1.3360 -0.1836 -0.9548
H -2.6050 -0.9649 -0.3323
H -1.1969 1.2996 0.7007
H 0.8795 2.3313 1.3715
H 0.9299 0.9162 2.1748
*
```

=====

Formula: CBr2O2
Source: the OMol25 dataset
Level of theory: ωB97M-V with the def2-TZVPD basis set

Computed properties:
E_LUMO = -0.53 eV
HOMO-LUMO gap = 9.0 eV
relative energy (zero: lowest compared OMol25 entry of this formula, charge and spin) = 36.5 kcal per mole

ORCA input file:
```
! RIJCOSX wB97M-V def2-TZVPD def2/J DEFGRID3
* xyz 0 1
C 0.1874 0.7922 -0.0311
O 0.8096 1.0747 0.9017
O -1.3221 -0.2073 -0.0203
Br 0.3603 0.9587 -1.7888
Br -1.4557 -1.6228 1.0028
*
```

=====

How do the records compare in energy? In the order shown, they have -789.35725 -8019.71820 -2730.14920 -271.70266 -437.71897 -758.25000 -760.13887 -5336.50821 a.u..